A cluster of 2 separate species, C5H7OS in total. Source: the OMol25 dataset; level of theory: ωB97M-V with the def2-TZVPD basis set.

The geometry in XYZ format:
```
14
Properties=species:S:1:pos:R:3:forces:R:3
C 0.220365 -1.095337 -0.275152 1.58 2.61 1.09
C -0.318084 0.116666 -0.067112 -2.91 -0.94 0.45
C -2.714444 0.298231 0.249734 1.81 1.12 -0.85
C 1.757568 -1.238974 -0.331835 -1.06 3.22 1.04
C 0.193303 1.496029 0.162980 2.04 -1.01 -0.18
O -2.928174 1.483503 0.175512 0.10 -1.90 0.37
S -3.381520 -1.219281 0.330451 0.08 0.59 0.13
H -0.314850 -1.992424 -0.074774 -0.86 -0.63 -0.41
H 2.077088 -1.264500 -1.329825 0.83 -0.87 -1.44
H 2.119106 -1.958498 0.340326 0.63 -1.55 0.42
H 2.228274 -0.268240 0.049787 -0.65 -1.02 -0.37
H -0.523069 2.250930 -0.001908 -1.25 0.75 -0.30
H 1.085724 1.785792 -0.447255 -0.30 -0.21 0.24
H 0.498710 1.606108 1.219070 -0.05 -0.15 -0.21
```
Positions in Å, forces in eV/Å.

Charge: -1
E_HOMO (alpha / beta) in eV: -2.5 / -2.5
DFT total energy in eV: -18179.697
Strongest force on any atom in eV/A: 3.54
Gap between HOMO and LUMO (alpha / beta) in eV: 6.18 / 6.18
Energy above the lowest of the compared OMol25 structures with the same formula, charge and spin in eV: 1.883

Results of the natural (NBO) charge analysis, in e, for atoms 1 through 6: -0.35, -0.10, 0.41, -0.65, -0.70, -0.63